18
Properties=species:S:1:pos:R:3 method="wB97M-V/def2-TZVPD" de_lowest_ev=0.413 lumo_energy_ha=-0.1020 homo_lumo_gap_ha=0.438 total_charge=+1 e_homo_ev=-14.681 energy_ha=-434.88497
O 0.1571 -0.8317 0.4356
O 0.5457 -2.6536 1.7068
C 0.3657 -1.3189 1.5244
C 0.4616 -0.5778 2.8244
H 0.4655 -3.0566 0.7995
H 0.3134 0.5027 2.6593
H 1.4536 -0.7311 3.2816
H -0.3091 -0.9351 3.5279
C -0.3454 0.9602 -1.6760
N -1.3619 0.4194 -1.0051
N 0.9092 0.6822 -1.3227
N -0.5833 1.7790 -2.7001
H -2.3250 0.6328 -1.2763
H -1.1793 -0.2092 -0.2189
H 1.0918 0.0536 -0.5365
H 1.6895 1.0973 -1.8377
H 0.1971 2.1942 -3.2151
H -1.5463 1.9924 -2.9713


18
Properties=species:S:1:pos:R:3 method="wB97M-V/def2-TZVPD" de_lowest_ev=4.179 lumo_energy_ha=-0.1351 homo_lumo_gap_ha=0.323 total_charge=+1 e_homo_ev=-12.472 energy_ha=-1080.57761
C 1.0322 2.1240 -1.0265
C -0.7082 0.2349 -0.9074
C -0.6866 -2.0710 1.0876
N -0.3609 2.4578 -0.6318
N -1.1072 1.4919 -1.2658
N 0.8280 -1.9065 1.3151
S 1.1476 0.2641 -0.8273
S -1.4076 -0.4191 1.2691
H 1.3422 2.2493 -1.9978
H 1.8445 2.6829 -0.4292
H -1.0357 -0.7661 -1.3430
H -0.7190 -2.5931 0.0662
H -0.9649 -2.7205 1.8284
H -0.5368 2.6327 0.3636
H -1.9802 1.6817 -1.7579
H 1.2211 -2.7419 1.6458
H 1.0606 -1.3745 2.1188
H 1.0309 -1.2265 0.4919


18
Properties=species:S:1:pos:R:3 method="wB97M-V/def2-TZVPD" de_lowest_ev=8.650 lumo_energy_ha=0.0232 homo_lumo_gap_ha=0.348 total_charge=0 e_homo_ev=-8.831 energy_ha=-414.29535
C 0.0225 -1.3099 1.5080
C 0.7317 1.0329 1.6736
C -0.0533 0.0598 -0.3563
H -1.1498 -0.9485 1.5255
H 0.3971 -1.0300 2.7870
H 0.6155 -2.4138 1.1937
H 1.4617 0.9950 2.6671
H -0.2433 1.3539 2.0213
H 1.1239 1.9035 1.2510
H -1.4457 1.1342 0.6444
H -2.4553 0.3865 -1.7017
H -1.0027 1.4323 -2.2912
H 1.7422 -0.8828 -0.5308
N 0.7704 -0.1587 0.7896
N -0.8256 1.1142 -0.2136
N -1.7526 1.3083 -1.4063
N 0.0675 -0.5993 -1.3721
O 1.1165 -1.5349 -1.1376


18
Properties=species:S:1:pos:R:3 method="wB97M-V/def2-TZVPD" smiles="[H]/N=C(/NN)[C@H](C)ON" de_lowest_ev=3.997 lumo_energy_ha=0.0317 homo_lumo_gap_ha=0.368 total_charge=0 e_homo_ev=-9.137 energy_ha=-414.46635
C -0.3708 -0.1879 -0.5485
C 0.4107 1.0084 -1.0853
N 1.4456 -0.7672 1.0514
C 0.0305 -0.6657 0.8269
N -2.0884 1.4217 -0.0010
N 2.3529 -1.3132 0.1363
O -1.8296 0.1091 -0.5051
N -0.7254 -1.0236 1.7719
H 1.6389 -1.0624 2.0025
H -0.3393 -1.0327 -1.2481
H -2.9573 1.7023 -0.4487
H -2.2478 1.3407 1.0047
H 2.7369 -0.5791 -0.4541
H 1.9066 -2.0150 -0.4530
H -1.7133 -0.8687 1.5939
H 0.6926 1.6791 -0.2773
H -0.2453 1.5681 -1.7505
H 1.3025 0.6865 -1.6160


19
Properties=species:S:1:pos:R:3 method="wB97M-V/def2-TZVPD" de_lowest_ev=3.609 lumo_energy_ha=0.0277 homo_lumo_gap_ha=0.352 total_charge=0 e_homo_ev=-8.824 energy_ha=-489.72437
C -0.1690 -0.4466 0.0705
C -1.7146 1.1777 -0.8799
N -1.4761 -0.0864 -0.1924
N 0.7859 -0.3164 -0.9814
C 1.8875 0.3203 -0.2504
N -2.4017 -0.3144 0.8575
N 2.5483 -0.6867 0.5442
O -0.0622 -1.5852 0.7931
O 2.4434 1.3126 -0.6922
H 0.8793 -1.6273 1.0904
H 0.4776 0.3187 -1.7054
H 0.5570 0.5257 0.8348
H -2.0092 0.0170 1.7404
H -2.5317 -1.3169 0.9394
H 2.8196 -1.4793 -0.0269
H 3.3540 -0.2915 1.0167
H -1.3854 1.1241 -1.9161
H -1.2156 2.0139 -0.3760
H -2.7871 1.3406 -0.8663


19
Properties=species:S:1:pos:R:3 method="wB97M-V/def2-TZVPD" de_lowest_ev=7.229 lumo_energy_ha="-0.0181 / -0.0181" homo_lumo_gap_ha="0.271 / 0.271" total_charge=0 e_homo_ev="-7.876 / -7.878" energy_ha=-489.59131
C 1.8775 -1.1887 -0.2070
C 0.8699 -0.6131 0.7505
O -0.8944 -1.5186 0.0963
O 0.8086 -0.8722 1.9400
H -1.0760 -1.8131 1.0059
H 2.0515 -2.2241 0.0754
H 2.8033 -0.6195 -0.1264
H 1.5414 -1.1679 -1.2408
N 0.2572 0.7018 0.3179
N -0.0949 1.5783 1.3564
N 0.9068 1.3612 -0.7281
C -2.3193 0.0597 -1.2051
N -1.8781 -0.0427 -0.0301
H -1.1084 1.6785 1.2990
H 0.1310 1.1004 2.2315
H 0.3941 1.1893 -1.5940
H 0.9347 2.3550 -0.5229
H -1.8372 -0.2947 -2.1152
H -3.3677 0.3304 -1.3034


18
Properties=species:S:1:pos:R:3 method="wB97M-V/def2-TZVPD" de_lowest_ev=6.527 lumo_energy_ha=-0.1755 homo_lumo_gap_ha=0.292 total_charge=+1 e_homo_ev=-12.713 energy_ha=-393.61812
C 1.4963 0.8008 -0.2208
C 2.0018 -0.2824 -1.0511
C -0.9092 -1.9162 0.7233
N -2.6283 0.6518 -1.2063
N -2.1820 -0.1737 -0.5061
N 0.4796 0.6856 0.5362
N -1.4771 -0.7326 0.2074
N -0.0716 1.7928 1.1590
H 1.9735 1.7810 -0.2376
H 1.3937 -0.6141 -1.9351
H 2.0257 -1.2507 -0.5732
H 2.9504 -0.1430 -1.5158
H -1.5714 -2.5585 1.3514
H -0.4174 -2.4098 -0.1270
H -0.0499 -1.4165 1.2818
H 0.4835 2.5629 1.3775
H -0.5050 1.6178 1.9918
H -2.9928 1.6047 -1.2553


15
Properties=species:S:1:pos:R:3 method="wB97M-V/def2-TZVPD" de_lowest_ev=0.844 spin_multiplicity=2 s_squared=0.754 lumo_energy_ha="0.0310 / -0.0732" homo_lumo_gap_ha="0.371 / 0.266" total_charge=0 e_homo_ev="-9.246 / -9.240" energy_ha=-250.18582
C 3.2993 0.1835 -0.1381
O 2.0163 -0.2029 -0.0135
H 4.0407 -0.5944 0.1045
H 3.5635 0.6151 -1.1153
H 3.5367 1.0014 0.5626
C -2.7117 0.3918 0.3578
C -1.3044 -0.2080 0.3665
N -0.7475 -0.3973 -0.9851
H -3.3099 -0.0763 -0.4298
H -3.2165 0.2421 1.3118
H -2.6581 1.4390 0.0824
H -0.6769 0.4644 0.9514
H -1.3542 -1.1430 0.9378
H 0.2662 -0.3067 -0.8667
H -0.7434 -1.4087 -1.1263


15
Properties=species:S:1:pos:R:3 method="wB97M-V/def2-TZVPD" de_lowest_ev=1.341 lumo_energy_ha=-0.1220 homo_lumo_gap_ha=0.437 total_charge=+1 e_homo_ev=-15.204 energy_ha=-250.00451
C -1.3347 1.0412 2.0684
O -0.6195 -0.1910 1.8586
H -0.7773 1.8836 1.6479
H -1.4848 1.2539 3.1116
H -2.3169 1.0209 1.6005
H -0.4172 -0.5308 2.7376
C 0.2957 -0.2743 -1.7272
C 1.0731 -0.9761 -2.5182
N 0.7282 0.1654 -0.3906
H -0.5992 0.1972 -2.1047
H 0.6329 -1.3944 -3.4137
H 2.0758 -1.3380 -2.3296
H 0.8495 1.1763 -0.3642
H 1.6259 -0.2454 -0.1288
H 0.0370 -0.1932 0.3305


15
Properties=species:S:1:pos:R:3 method="wB97M-V/def2-TZVPD" de_lowest_ev=1.252 lumo_energy_ha=-0.1280 homo_lumo_gap_ha=0.407 total_charge=+1 e_homo_ev=-14.569 energy_ha=-250.00779
C -0.0800 -0.0697 2.7510
C 0.1958 0.1604 1.2599
C -0.7391 -0.2364 0.4078
N -0.5659 -0.0305 -1.0297
H 0.8923 -0.1563 3.2244
H -0.7157 0.7406 3.1189
H -0.7240 -0.8900 3.0080
H 1.1114 0.7423 1.2632
H -1.6256 -0.6266 0.8833
H -0.0049 -0.7375 -1.4626
H -1.4126 -0.1485 -1.5844
H -0.0875 0.8316 -1.3008
H 0.9236 0.6896 -3.9321
H 1.5952 -0.5402 -3.4943
O 1.2370 0.2712 -3.1125